Model P:
Entry from OMol25: the molecule C11H16N2 (ωB97M-V/def2-TZVPD).

Last column: Mulliken charge in e.
Positions of all 29 atoms, in Å:
C 2.137 -1.720 -1.023  -2.348
C 0.779 -1.130 -1.046  0.766
C 0.215 -0.352 -1.955  -0.517
C -1.181 0.073 -1.594  -1.141
C -1.073 0.171 -0.070  -0.138
C -0.702 1.520 0.379  -0.180
C 0.314 2.326 -0.192  -0.104
N 0.448 3.476 0.403  -0.840
N -0.441 3.441 1.410  0.147
C -1.185 2.297 1.390  -1.041
C -0.024 -1.014 0.254  1.650
C 0.693 -0.527 1.513  -1.866
C -0.822 -2.349 0.507  -1.354
H 2.784 -1.005 -0.749  0.478
H 2.517 -1.895 -1.950  0.587
H 2.175 -2.540 -0.453  0.492
H 0.632 -0.154 -3.008  0.240
H -1.409 0.930 -2.205  0.450
H -1.818 -0.645 -1.931  0.435
H -1.928 -0.162 0.357  0.976
H 1.041 2.266 -1.008  0.499
H -0.822 4.291 1.788  0.248
H -2.045 2.078 2.028  0.433
H 1.147 0.420 1.413  0.493
H 1.563 -1.168 1.674  0.456
H 0.098 -0.454 2.488  0.253
H -1.520 -2.407 -0.419  0.305
H -1.502 -2.491 1.381  0.362
H -0.072 -3.278 0.619  0.256

Values from the calculation:
Orbital gap in eV: 9.62
Highest occupied orbital energy in eV: -8.760
Structure (SMILES): CC1=CC[C@H](c2cn[nH]c2)C1(C)C

***

Model Q:
Entry from OMol25: the molecule C11H16N2 (ωB97M-V/def2-TZVPD).

Last column: Mulliken charge in e.
Positions of all 29 atoms, in Å:
C -3.996 -0.031 -1.256  -1.150
C -2.796 -0.109 -0.401  0.705
C -2.917 0.029 1.041  -0.439
N -1.818 -0.017 1.858  -0.644
C -0.596 0.133 1.326  -0.261
C -0.321 0.042 -0.036  0.165
C 1.062 -0.102 -0.540  0.243
C 1.488 -1.502 -0.275  -0.609
C 2.927 -1.455 0.138  -0.539
C 3.319 -0.013 -0.118  -0.690
N 2.107 0.777 0.108  -0.100
C 2.002 2.206 -0.301  -1.032
C -1.463 -0.154 -0.858  -0.629
H -4.609 -1.000 -1.183  0.253
H -3.854 0.145 -2.384  0.321
H -4.672 0.905 -0.910  0.262
H -3.875 0.147 1.706  0.280
H 0.277 0.448 1.976  0.325
H 1.173 -0.095 -1.653  0.375
H 0.890 -1.981 0.585  0.228
H 1.442 -2.197 -1.176  0.365
H 3.489 -2.232 -0.497  0.245
H 3.100 -1.595 1.173  0.314
H 3.672 0.140 -1.130  0.370
H 4.151 0.185 0.633  0.342
H 0.918 2.559 -0.171  0.239
H 2.669 2.862 0.177  0.380
H 2.239 2.471 -1.288  0.416
H -1.279 -0.344 -1.940  0.268

Values from the calculation:
Orbital gap in eV: 9.58
Highest occupied orbital energy in eV: -8.703
Structure (SMILES): Cc1cncc([C@@H]2CCCN2C)c1

***

Relative energies with respect to the most stable structure, expressed in kJ/mol: model P 47.4; model Q 0.0.

***

Model P:
Entry from OMol25: the ion C2H9N2S2 with charge +1 (ωB97M-V/def2-TZVPD).

Last column: Mulliken charge in e.
Positions of all 15 atoms, in Å:
N -1.442 0.629 -0.632  -0.578
C -0.326 0.101 -0.077  -0.092
N -0.208 0.499 1.399  -0.190
S -0.446 -1.957 0.015  -0.026
C 0.980 0.393 -0.763  -0.769
S 2.435 -0.368 -0.063  -0.153
H -2.164 0.280 -0.085  0.318
H -1.656 0.138 -1.554  0.346
H -0.858 0.075 2.049  0.380
H -0.236 1.524 1.516  0.338
H 0.752 -0.003 1.522  0.375
H -1.754 -1.989 0.138  0.149
H 1.171 1.514 -0.600  0.304
H 0.922 0.328 -1.836  0.410
H 2.832 -1.165 -1.028  0.188

Values from the calculation:
Orbital gap in eV: 9.94
Charge: +1
Highest occupied orbital energy in eV: -13.553
Structure (SMILES): N[C@@]([NH3+])(S)CS

***

Model Q:
Entry from OMol25: a cluster of 2 separate species, C2H9N2S2 in total (ωB97M-V/def2-TZVPD).

Last column: Mulliken charge in e.
Positions of all 15 atoms, in Å:
C -2.613 -0.804 2.346  -0.804
S -1.696 -0.265 0.933  -0.013
S 0.251 -0.283 1.668  -0.300
H -3.684 -0.637 2.221  0.315
H -2.353 -0.258 3.254  0.305
H -2.492 -1.864 2.568  0.318
H 0.293 0.982 2.087  0.220
N 2.650 0.590 -1.627  -0.264
C 1.512 0.596 -2.279  0.302
N 0.402 0.095 -1.830  -0.179
H 2.716 0.108 -0.727  0.220
H 3.509 0.911 -2.002  0.240
H 1.604 1.153 -3.202  0.325
H -0.410 0.104 -2.441  0.224
H 0.311 -0.429 -0.971  0.091

Values from the calculation:
Orbital gap in eV: 9.04
Charge: +1
Highest occupied orbital energy in eV: -12.530

***

Relative energies with respect to the most stable structure, expressed in kJ/mol: model P 172.5; model Q 0.0.

***

Model P:
Entry from OMol25: the molecule C5H8NP (ωB97M-V/def2-TZVPD).

Last column: Mulliken charge in e.
Positions of all 15 atoms, in Å:
C 1.073 -1.808 -0.028  -0.461
C 1.664 -0.474 -0.107  -0.222
C -0.245 -1.752 0.128  -0.259
C 0.818 0.541 0.078  0.074
C 0.822 2.103 0.265  -0.962
N -0.806 -0.568 0.356  -0.235
P -2.226 0.116 -0.238  -0.106
H 1.725 -2.711 -0.234  0.274
H 2.707 -0.415 -0.123  0.451
H -0.892 -2.560 0.073  0.446
H 1.308 2.519 -0.587  0.327
H -0.190 2.431 0.234  0.292
H 1.218 2.159 1.253  0.298
H -2.880 0.158 1.030  0.054
H -2.765 -1.211 -0.641  0.029

Values from the calculation:
Orbital gap in eV: 8.67
Highest occupied orbital energy in eV: -7.673

***

Model Q:
Entry from OMol25: the molecule C5H8NP (ωB97M-V/def2-TZVPD).

Last column: Mulliken charge in e.
Positions of all 15 atoms, in Å:
N -0.138 -0.642 2.820  -0.449
P 0.341 0.805 1.997  0.144
C 0.114 0.118 -0.043  0.234
C -1.151 0.544 -0.560  -0.693
C -1.107 0.428 -1.926  -0.405
C 0.266 0.204 -2.411  -0.393
C 1.072 0.035 -1.272  -0.514
H -0.795 -0.694 3.542  0.199
H 0.494 -1.396 2.871  0.226
H 1.621 0.209 1.877  0.021
H 0.255 -0.967 0.327  0.156
H -1.974 0.548 0.036  0.432
H -1.838 0.682 -2.698  0.348
H 0.639 0.260 -3.425  0.409
H 2.202 -0.135 -1.134  0.286

Values from the calculation:
Orbital gap in eV: 8.78
Highest occupied orbital energy in eV: -8.192
Structure (SMILES): NPC1C=CC=C1

***

Model R:
Entry from OMol25: the molecule C5H8NP (ωB97M-V/def2-TZVPD).

Last column: Mulliken charge in e.
Positions of all 15 atoms, in Å:
C 0.681 1.258 -0.683  -0.604
C 1.141 0.147 -1.141  -0.248
C 0.320 -0.884 -0.431  0.086
C 0.253 -0.218 0.935  -0.881
C -0.285 1.078 0.379  -0.328
P -1.972 0.419 -0.242  -0.075
N -1.272 -1.092 -0.704  -0.543
H 1.098 2.245 -0.983  0.325
H 2.045 -0.094 -1.663  0.386
H 0.961 -1.858 -0.451  0.285
H 1.285 0.142 1.244  0.331
H -0.394 -0.664 1.697  0.333
H -0.464 1.852 1.037  0.570
H -2.349 0.011 1.162  0.038
H -1.445 -1.112 -1.703  0.322

Values from the calculation:
Orbital gap in eV: 9.89
Highest occupied orbital energy in eV: -8.875
Structure (SMILES): C1=C[C@H]2C[C@@H]1PN2

***

Model S:
Entry from OMol25: a cluster of 2 separate species, C5H8NP in total (ωB97M-V/def2-TZVPD).

Last column: Mulliken charge in e.
Positions of all 15 atoms, in Å:
C -2.551 0.573 -0.157  -0.773
C -1.318 1.013 -0.004  -0.336
C 2.604 -1.227 0.294  -0.347
C 0.666 0.151 0.888  0.344
C -0.041 0.287 -0.422  -0.561
N 0.684 0.363 2.098  -0.472
P 2.136 -2.234 -0.925  -0.226
H -3.420 1.025 0.382  0.226
H -2.803 -0.237 -0.854  0.263
H -1.344 1.725 0.742  0.381
H 2.989 -0.920 1.212  0.475
H -0.261 -0.610 -0.828  0.370
H 0.686 0.732 -0.997  0.415
H 0.005 0.855 2.588  0.244
H 3.280 -2.767 -1.404  -0.002

Values from the calculation:
Orbital gap (alpha / beta) in eV: 7.59 / 7.50
Highest occupied orbital energy (alpha / beta) in eV: -7.439 / -7.261

***

Relative energies with respect to the most stable structure, expressed in kJ/mol: model P 112.6; model Q 42.9; model R 0.0; model S 435.3.